(1)
Here is a molecular structure, C22H19GaN3O3S3 at a distorted geometry from the Open Molecules 2025 dataset. Energies are from ωB97M-V with the def2-TZVPD basis set.

Geometry (Å):
Ga1 -1.08542 1.66061 0.22333
C1 -2.37625 -1.41816 -2.54037
N1 -1.45643 -0.43747 -2.04046
C2 -0.49232 -0.04791 -2.77013
C3 0.37518 1.04178 -2.39135
C4 1.57910 1.33261 -3.02058
C5 2.17035 2.32989 -2.22664
C6 1.36954 2.60120 -1.12063
N2 0.22242 1.82945 -1.26822
C7 -2.09387 -2.75589 -1.86560
C8 -0.87540 -3.37198 -2.22330
C9 -0.50462 -4.53697 -1.53668
C10 -1.33456 -5.05092 -0.49399
C11 -2.57391 -4.42956 -0.22678
C12 -2.98267 -3.31189 -0.98174
H1 -2.42215 -1.47581 -3.61545
H2 -3.37428 -1.09183 -2.21684
H3 -0.37333 -0.47926 -3.75203
H4 2.00649 0.84179 -3.90989
H5 3.08142 2.84933 -2.39924
H6 1.49460 3.34358 -0.30786
H7 -0.25695 -2.86613 -3.00952
H8 0.42518 -5.04891 -1.80385
H9 -1.11783 -5.91697 0.10235
H10 -3.24574 -4.88445 0.49864
H11 -3.84963 -2.75540 -0.75139
C13 0.84223 -1.29066 0.35995
C14 1.41099 -0.18988 1.17943
C15 2.64701 -0.46535 1.82783
C16 3.17977 0.48325 2.64803
C17 2.54393 1.77307 2.76283
C18 3.00639 2.71895 3.65053
C19 2.33385 3.87068 3.87072
C20 1.10467 4.08274 3.18870
C21 0.62462 3.18171 2.27361
S1 -0.86689 3.54470 1.42689
C22 1.32922 1.94015 2.11271
N3 0.79397 0.94603 1.34503
H12 -0.03386 -1.01764 -0.25942
H13 0.54482 -2.11978 1.01410
H14 1.62552 -1.75910 -0.28258
H15 3.01108 -1.48444 1.63273
H16 4.16292 0.38124 3.18082
H17 3.97353 2.53671 4.12093
H18 2.61764 4.64220 4.53283
H19 0.59476 5.05139 3.41178
O1 -4.34675 0.14264 -0.56942
S2 -3.71049 1.12774 0.30273
O2 -2.84354 2.09997 -0.54402
O3 -4.61840 1.80666 1.20246
S3 -2.23590 0.04633 1.25904

HOMO-LUMO gap   7.50 eV
Net charge   -1
Total energy   -4359.28375 a.u.
E_LUMO   0.0906 Ha
Energy relative to the best compared isomer or geometry (same formula, charge and spin)   0.0000 eV



(2)
Here is a molecular structure, C22H19N4O2PdS at a distorted geometry from the Open Molecules 2025 dataset. Energies are from ωB97M-V with the def2-TZVPD basis set.

Geometry (Å):
Pd1 -0.18485 0.12326 0.66741
N1 0.51800 1.04711 4.90699
C1 0.01448 0.85172 3.64487
S1 0.23460 -0.69989 2.93358
N2 -0.60616 1.86849 3.11985
N3 -0.94393 1.60125 1.80280
C2 -1.91513 2.22995 1.29957
C3 -2.20461 2.01500 -0.12326
C4 -3.31295 2.56306 -0.67151
C5 -3.55008 2.27515 -2.05846
C6 -2.67155 1.54220 -2.75224
C7 -1.43596 1.03774 -2.14381
N4 -1.29567 1.26216 -0.76646
H1 0.63211 0.21637 5.46179
H2 0.14573 1.85152 5.38645
H3 -2.49803 2.91080 1.91204
H4 -3.97841 3.17252 -0.07689
H5 -4.42976 2.67188 -2.55299
H6 -2.81959 1.38477 -3.81139
H7 0.53688 0.44250 -2.31151
C8 0.34140 -3.02291 -2.51763
C9 0.61949 -2.29702 -1.22184
O1 -0.22687 -1.46923 -0.86820
C10 1.81365 -2.62306 -0.45328
C11 2.35199 -3.91869 -0.53637
C12 3.36583 -4.33530 0.29333
C13 3.87102 -3.41795 1.23978
C14 3.41105 -2.13131 1.30769
C15 2.38675 -1.65080 0.42650
O2 2.05506 -0.43092 0.40511
H8 -0.41805 -2.47142 -3.06604
H9 -0.03372 -4.02954 -2.31226
H10 1.24693 -3.11314 -3.11743
H11 1.92948 -4.61948 -1.24880
H12 3.75389 -5.34338 0.23171
H13 4.64242 -3.74144 1.93209
H14 3.80404 -1.42454 2.02828
C16 -0.40659 0.50180 -2.84172
C17 -0.41129 0.04984 -4.22392
C18 -1.52408 -0.53820 -4.85176
C19 -1.48632 -0.94646 -6.17839
C20 -0.33303 -0.79630 -6.93768
C21 0.79438 -0.25680 -6.32447
C22 0.75803 0.14216 -4.99893
H15 -2.42008 -0.71038 -4.26671
H16 -2.36460 -1.40684 -6.61810
H17 -0.30857 -1.10027 -7.97696
H18 1.71019 -0.13541 -6.89268
H19 1.64918 0.55192 -4.53455

HOMO-LUMO gap   6.00 eV
Net charge   -1
Total energy   -1745.35919 a.u.
E_LUMO   0.0956 Ha
Energy relative to the best compared isomer or geometry (same formula, charge and spin)   0.8869 eV



(3)
Here is a single C22H19N5O2 molecule at a distorted geometry from the Open Molecules 2025 dataset. Energies are from ωB97M-V with the def2-TZVPD basis set.

Geometry (Å):
O1 -2.36560 -1.62366 3.38125
N1 -1.31676 -5.80827 0.62568
N2 2.02489 6.06568 -1.66427
O2 1.91613 7.37054 -1.19644
C1 -1.56248 -0.91779 2.79898
C2 -0.78688 -4.67418 0.23562
C3 -1.40425 -3.54709 0.86293
C4 -2.34241 -4.08142 1.70786
C5 1.29312 5.19915 -0.98149
C6 1.75620 3.32123 -2.53597
C7 0.69532 2.83963 -0.39331
C8 1.64209 1.97866 -2.92314
C9 -1.04063 -1.06514 1.43092
C10 -0.91326 -2.20580 0.58686
C11 1.24842 3.76943 -1.27485
C12 0.64128 1.49080 -0.78795
C13 0.04702 0.36215 -0.11423
C14 1.03810 1.09714 -2.05847
C15 0.19244 -0.70917 -1.01637
C16 -0.58713 0.19986 1.11153
C17 -0.24801 -2.00467 -0.63823
N3 0.82395 -0.25532 -2.16567
N4 -2.23519 -5.46925 1.59329
N5 -1.18548 0.30041 3.30455
C18 3.16931 8.07274 -1.32258
C19 -2.80312 -6.41681 2.55207
C20 -0.77792 1.20538 2.20564
C21 0.25458 -4.47238 -0.84794
C22 -0.06918 -3.17646 -1.57822
H1 -3.00926 -3.56384 2.35011
H2 0.74214 5.53410 -0.07972
H3 2.23108 4.01903 -3.23805
H4 0.28230 3.21644 0.53252
H5 2.06792 1.60324 -3.84203
H6 1.05335 -0.80820 -2.98145
H7 -1.75637 0.60791 4.08940
H8 3.08654 8.81696 -2.09564
H9 4.02131 7.38197 -1.51689
H10 3.36580 8.61965 -0.41870
H11 -2.21366 -7.35092 2.66254
H12 -2.88595 -5.95289 3.54846
H13 -3.82225 -6.63328 2.19917
H14 0.14352 1.76556 2.41736
H15 -1.57104 1.92058 1.91735
H16 0.21041 -5.33392 -1.54954
H17 1.23768 -4.37339 -0.39380
H18 0.70573 -2.96341 -2.32978
H19 -0.99378 -3.35098 -2.16936

HOMO-LUMO gap   8.13 eV
Total energy   -1273.98677 a.u.
Structure (SMILES)   CO/N=C/c1ccc2[nH]c3c4c(c5c(c3c2c1)CNC5=O)-c1cn(C)nc1CC4
E_LUMO   0.0153 Ha
Energy relative to the best compared isomer or geometry (same formula, charge and spin)   2.4885 eV



(4)
Here is a molecular structure, C22H20Al2B3Br10O24 at a distorted geometry from the Open Molecules 2025 dataset. Energies are from ωB97M-V with the def2-TZVPD basis set.

Geometry (Å):
Al1 -3.14672 4.42167 1.96774
Al2 2.97839 -3.30424 3.82008
O1 -2.25997 -3.52084 6.19564
C1 -2.05511 -2.69160 5.40625
O2 -2.83801 -1.69177 5.07175
B1 -2.15397 -0.79078 4.15480
O3 -0.91732 -1.47492 3.77693
C2 -0.77165 -2.56077 4.49652
O4 0.12342 -3.31433 4.44885
O5 -1.91685 0.51324 4.77108
C3 -2.46718 1.44232 4.08169
O6 -2.39242 2.60160 4.26092
C4 -3.16932 0.81008 2.82363
O7 -3.03819 -0.47273 2.96920
O8 -3.58268 1.44869 1.92180
O9 3.85218 -0.56922 1.55839
C5 3.24767 0.16594 2.28981
O10 3.05616 1.44086 2.17577
B2 2.12389 1.85872 3.28576
O11 1.99789 0.66716 4.17666
C6 2.60193 -0.34462 3.61056
O12 2.68675 -1.48403 3.93681
O13 2.64566 3.02256 3.96830
C7 1.72031 3.96872 4.08594
O14 1.69712 4.88252 4.80398
C8 0.55622 3.49955 3.17525
O15 0.79583 2.27993 2.75285
O16 -0.41077 4.14369 2.89692
O17 -1.74688 2.83873 0.07538
C9 -1.06076 1.95522 -0.29073
O18 -1.22886 0.69454 0.09127
B3 -0.11590 -0.07149 -0.43716
O19 0.66697 0.83702 -1.31195
C10 0.16745 2.04368 -1.19566
O20 0.56840 3.02585 -1.70851
O21 0.77733 -0.51961 0.69159
C11 0.90893 -1.81366 0.70763
O22 1.53557 -2.45479 1.47899
C12 0.04246 -2.35409 -0.45876
O23 -0.45050 -1.33367 -1.10291
O24 -0.01436 -3.50736 -0.73497
Br1 -0.61091 0.81784 -5.44377
C13 1.06178 0.38102 -4.55435
C14 0.92974 -1.01715 -4.00003
Br2 2.62978 -1.47099 -3.08831
H1 1.26399 1.08890 -3.75418
H2 1.86750 0.43238 -5.27956
H3 0.92217 -1.79212 -4.77114
H4 0.10822 -1.25659 -3.33499
Br3 -1.92825 -3.09946 -3.51895
C15 -0.47070 -4.42573 -3.55689
C16 -0.85735 -5.67736 -2.85289
Br4 0.59226 -6.96847 -2.82003
H5 0.39131 -3.93247 -3.10612
H6 -0.13896 -4.53833 -4.59045
H7 -1.77851 -6.16983 -3.16748
H8 -1.09355 -5.45483 -1.80596
Br5 -3.96672 -1.04664 -0.47166
C17 -3.42719 -2.81906 0.18973
C18 -3.34552 -2.85250 1.68730
Br6 -2.85923 -4.64129 2.37264
H9 -2.58677 -3.25841 -0.33940
H10 -4.29359 -3.42487 -0.08926
H11 -4.21305 -2.55252 2.26013
H12 -2.48254 -2.28978 2.05111
Br7 3.79451 0.05564 -0.22370
C19 3.78786 1.66584 -1.33199
C20 4.87693 1.61456 -2.38086
Br8 4.68843 3.24596 -3.44056
H13 3.85788 2.54361 -0.68670
H14 2.77488 1.79234 -1.72670
H15 4.88653 0.72746 -3.00595
H16 5.83539 1.59360 -1.86203
Br9 0.09706 4.41544 -5.91575
C21 -1.24419 4.23484 -4.50415
C22 -1.06018 5.35676 -3.47304
Br10 -2.48668 5.16050 -2.17339
H17 -1.13576 3.28034 -4.01138
H18 -2.19408 4.40919 -4.99767
H19 -1.13658 6.34000 -3.92823
H20 -0.06903 5.24443 -3.04147

HOMO-LUMO gap   1.60 eV
Net charge   +3
Total energy   -28954.90603 a.u.
E_LUMO   -0.5271 Ha
Energy relative to the best compared isomer or geometry (same formula, charge and spin)   0.0000 eV